Below is C17H29BF4LuNO2P2 as an isolated structure at a distorted geometry, with properties calculated with the ωB97M-V functional and the def2-TZVPD basis.

The geometry in XYZ format:
```
57
Properties=species:S:1:pos:R:3:forces:R:3:lowdin_charge:R:1
C 0.6457 -0.3434 -3.9946 0.02 0.19 0.08 -0.059
C 0.6728 -0.4955 -2.6178 -0.19 0.70 0.41 -0.310
N -0.4703 -0.2628 -1.8589 -0.01 -0.42 -1.30 -0.021
C -1.6154 0.1167 -2.5591 0.23 0.48 1.21 -0.326
C -1.6953 0.2816 -3.9197 0.77 -0.36 0.12 -0.039
C -0.5218 0.0266 -4.6406 -0.74 -0.12 0.62 -0.061
C 2.0681 -0.8201 -2.0027 -0.18 -0.26 -0.59 -0.303
P 2.0023 -1.0458 -0.1461 0.10 -1.37 -1.62 0.752
Lu -0.7616 -1.0114 0.4678 2.74 4.04 -0.02 1.244
P -2.5591 0.9942 -0.0265 0.76 -1.34 0.33 0.725
C -2.8739 0.4822 -1.7637 -0.13 -0.20 0.12 -0.296
C 0.8161 -0.2430 2.3815 -1.67 0.22 -1.02 -0.341
C 0.9816 -1.4241 3.1460 -0.01 0.32 0.95 -0.135
C 0.9332 -1.3308 4.5588 0.18 0.75 -0.19 -0.080
C 0.7039 -0.0439 5.1167 0.45 -0.46 1.10 -0.106
C 0.5586 1.1235 4.3549 0.20 0.38 0.44 -0.109
C 0.6193 1.0229 2.9732 0.04 -1.24 0.55 -0.144
O 3.4558 3.3153 -2.5967 -1.49 -2.37 -0.11 -0.092
O -0.5666 4.0364 -1.1196 2.85 1.53 0.23 -0.094
H 1.5919 -0.4849 -4.5247 -0.48 -0.03 -0.03 0.117
H -2.6702 0.5712 -4.3463 0.85 -0.16 -0.01 0.126
H -0.5875 0.0643 -5.6840 0.26 0.20 -1.47 0.084
C 2.6469 -2.8121 -0.3356 0.14 0.41 -0.13 -0.296
C 3.5677 -0.1675 0.3280 0.36 0.35 0.28 -0.259
H -3.4202 1.3373 -2.2238 0.35 -0.76 -0.13 0.098
H -3.5546 -0.3999 -1.7198 0.34 0.52 -0.08 0.102
H 2.8490 0.0230 -2.1706 -1.44 -1.33 -0.30 0.094
H 2.4056 -1.8203 -2.5158 -0.33 2.09 0.86 0.107
C -4.0672 0.4732 0.8037 -0.99 -0.31 0.35 -0.302
C -2.7481 2.7445 -0.0560 0.46 1.52 -0.40 -0.301
H 1.0948 -2.4382 2.7183 -0.02 0.84 -0.01 0.089
H 1.1065 -2.2302 5.2151 -0.37 1.13 -0.79 0.115
H 0.7182 0.0567 6.2253 -0.15 -0.14 -0.91 0.103
H 0.4378 2.1409 4.8230 0.07 -1.34 -0.31 0.115
H 0.4726 1.9003 2.3579 0.03 -0.01 -0.27 0.074
H -0.1506 3.2501 -0.7808 -0.39 -1.92 0.17 0.003
H 0.2576 4.5320 -0.8783 -1.16 0.82 -0.75 0.083
H 2.7769 2.7081 -2.1847 0.71 1.42 0.35 0.034
H 3.5349 2.7137 -3.3634 0.72 0.91 -0.21 0.036
H 0.7314 0.1066 1.0199 0.88 0.91 1.31 -0.084
H 3.5669 -2.7434 -0.9781 -0.56 -0.55 0.88 0.036
H 2.7700 -3.2977 0.6546 0.18 0.07 -0.77 0.035
H 1.8403 -3.3023 -0.9257 0.55 0.03 0.54 0.033
H 4.4937 -0.7549 0.0825 -0.96 0.39 0.18 0.056
H 3.6276 0.8157 -0.1928 -0.14 -0.69 0.34 0.032
H 3.5596 0.0490 1.4108 0.05 -0.15 -0.40 0.033
H -3.6987 3.0726 -0.5026 -0.02 -0.11 0.49 0.060
H -2.5345 3.1910 0.9338 -0.44 -0.23 -0.41 0.065
H -1.9601 3.1652 -0.7078 -1.07 -0.46 0.54 -0.006
H -4.9378 1.0071 0.3871 0.13 -0.20 0.32 0.051
H -4.2216 -0.6092 0.6910 0.03 0.25 -0.03 0.037
H -3.9847 0.6519 1.8900 -0.08 0.12 -0.45 0.054
F -0.9804 -2.9219 -0.0628 -1.01 -2.50 -0.05 -0.104
B -1.7314 -3.3591 1.2117 0.41 0.42 0.39 -1.088
F -2.9204 -3.8359 0.8333 0.17 -0.45 0.24 0.231
F -0.7965 -4.0177 1.9386 -0.81 -0.28 -0.17 0.202
F -1.9727 -2.0188 1.9161 -0.18 -1.27 -0.47 -0.071
```
Positions in Å, forces in eV/Å.

The multiplicity is 1. Its largest force on an atom is 4.88 eV/A. Its total charge is 0. Its total energy is -3213.03828 a.u. The HOMO-LUMO gap (alpha / beta) comes out at 4.6 / 4.4 eV. The value obtained for the highest occupied orbital energy (alpha / beta) is -4.38 / -4.25 eV.


Below is a 2-piece molecular cluster, CH3N2 overall at a distorted geometry, with properties calculated with the ωB97M-V functional and the def2-TZVPD basis.

The geometry in XYZ format:
```
6
Properties=species:S:1:pos:R:3:forces:R:3:lowdin_charge:R:1
C -0.9456 0.4174 -0.0058 -3.20 -1.40 -0.12 0.060
N 2.3793 -0.2131 0.1802 -1.06 2.68 -1.29 0.348
N 1.9143 0.6665 -0.2849 0.16 -1.41 0.58 0.382
H -1.6878 -0.5645 -0.0818 2.47 2.53 0.17 0.040
H -1.3161 1.4812 0.0341 0.86 -1.10 -0.05 -0.030
H 3.0320 -0.8243 0.6217 0.78 -1.29 0.71 0.199
```
Positions in Å, forces in eV/Å.

The multiplicity is 3. Its largest force on an atom is 3.54 eV/A. The expectation value of S² is 2.006. Its total charge is +1. Its total energy is -148.87187 a.u. The HOMO-LUMO gap (alpha / beta) comes out at 5.9 / 10.0 eV. The value obtained for the highest occupied orbital energy (alpha / beta) is -13.42 / -17.54 eV.


Below is C42H69AsGeN4OP3Ti as an isolated structure at a distorted geometry, with properties calculated with the ωB97M-V functional and the def2-TZVPD basis.

The geometry in XYZ format:
```
122
Properties=species:S:1:pos:R:3:forces:R:3:lowdin_charge:R:1
Ti 0.5062 -0.8503 0.7650 1.11 -1.03 0.25 0.199
C 1.6968 4.3752 2.0521 -0.03 0.03 0.02 -0.094
C 1.9232 3.1028 1.2287 -0.02 -0.32 -0.20 -0.494
C 1.5245 3.4143 -0.2183 0.01 0.10 -0.02 -0.119
P 1.0698 1.5320 1.8200 -0.07 0.52 0.94 1.027
C -0.6362 2.2069 2.1160 -0.02 -0.08 -0.11 -0.362
N -1.3408 2.1429 0.8536 0.29 -0.47 -0.64 -0.200
Ge -0.9809 0.7649 -0.5248 -1.28 0.21 0.40 0.962
N 0.0408 0.8672 -2.4821 0.00 0.49 0.05 -0.048
C 1.0882 -0.0776 -2.7402 0.31 -0.13 -0.05 -0.310
P 2.0189 -0.6367 -1.2067 0.45 0.18 -0.32 0.989
C 2.9690 -2.0955 -1.8716 -0.28 -0.03 -0.07 -0.519
C 3.5142 -1.9990 -3.2960 0.05 0.02 0.07 -0.086
C 2.0713 -3.3250 -1.7317 0.20 0.14 0.01 -0.144
C 3.3341 0.6364 -0.8486 -0.07 -0.13 -0.13 -0.545
C 4.3309 0.0412 0.1519 -0.06 -0.01 -0.07 -0.109
C 4.0174 1.3066 -2.0362 -0.04 0.02 0.12 -0.073
C 0.0721 2.1129 -2.9698 -0.04 -0.37 0.03 -0.239
C 1.0208 2.6508 -3.8732 0.15 0.12 -0.19 0.006
C 1.0113 3.9920 -4.1701 0.14 -0.08 -0.04 -0.038
C 0.0810 4.8453 -3.5719 -0.04 -0.03 0.06 -0.010
C -0.9092 4.3315 -2.7367 -0.13 -0.09 0.11 0.011
C -0.9493 2.9822 -2.4770 -0.14 0.19 0.11 -0.164
N -1.9753 2.3270 -1.7037 -0.07 0.08 -0.29 -0.048
C -2.7165 3.1667 -0.7655 -0.02 0.22 0.34 -0.163
C -3.7285 4.0303 -1.1455 0.02 -0.05 -0.10 -0.017
C -4.3588 4.8214 -0.1971 -0.04 0.07 0.07 -0.066
C -3.9696 4.7374 1.1324 0.01 -0.06 -0.04 -0.063
C -2.9730 3.8586 1.5226 0.08 0.00 0.04 -0.010
C -2.3319 3.0494 0.5791 -0.07 0.16 -0.09 -0.244
C -2.8828 1.5857 -2.5799 -0.14 -0.20 -0.31 -0.175
C -3.3398 2.0879 -3.7853 0.10 0.06 0.17 -0.018
C -4.2460 1.3581 -4.5384 -0.07 -0.04 -0.08 -0.069
C -4.6867 0.1336 -4.0619 0.02 0.03 -0.01 -0.063
C -4.2093 -0.3831 -2.8674 0.03 -0.02 0.06 -0.013
C -3.2659 0.3239 -2.1137 -0.05 0.10 0.00 -0.236
N -2.6534 -0.1284 -0.9576 0.57 0.32 0.06 -0.167
C -2.8804 -1.5200 -0.6394 0.04 -0.01 0.01 -0.371
P -1.5661 -2.3724 0.3472 -0.99 -0.12 0.09 1.034
C -1.9362 -4.1767 -0.0208 0.40 0.10 -0.19 -0.519
C -0.9078 -4.7765 -0.9799 -0.08 -0.03 0.16 -0.120
C -3.3480 -4.4666 -0.5320 -0.02 0.00 0.12 -0.102
C -2.1627 -2.2696 2.1103 -0.03 0.07 -0.11 -0.536
C -3.5327 -2.8536 2.4377 0.08 0.02 0.03 -0.090
C -2.0668 -0.8007 2.5119 -0.11 -0.38 -0.01 -0.131
C 1.8143 1.1662 3.5075 -0.17 0.09 -0.11 -0.520
C 0.9822 0.0942 4.2195 0.12 0.16 -0.05 -0.129
C 2.0428 2.3304 4.4670 0.17 -0.08 -0.01 -0.106
H 2.4434 5.1103 1.7461 0.00 0.02 0.02 0.098
H 1.7821 4.2374 3.1242 -0.05 0.14 -0.19 0.043
H 0.7232 4.8159 1.8361 -0.03 -0.03 0.00 0.082
H 2.9913 2.8602 1.2646 0.01 -0.07 0.00 0.107
H 0.5229 3.8426 -0.2425 -0.02 -0.02 0.02 0.074
H 1.5293 2.5395 -0.8674 -0.07 0.14 -0.01 0.031
H 2.2083 4.1526 -0.6438 0.00 0.00 0.01 0.105
H -0.5354 3.2462 2.4369 -0.02 -0.01 0.06 0.079
H -1.1484 1.6714 2.9248 0.08 -0.01 0.02 0.080
H 1.8176 0.2754 -3.4694 -0.09 -0.11 -0.06 0.073
H 0.6306 -1.0001 -3.1145 0.03 0.01 -0.07 0.105
H 3.8073 -2.2023 -1.1778 0.01 0.03 0.03 0.092
H 2.7086 -1.9582 -4.0311 0.01 0.00 0.00 0.082
H 4.1027 -2.8934 -3.5079 -0.03 0.00 -0.05 0.092
H 4.1654 -1.1421 -3.4474 -0.02 -0.02 -0.04 0.058
H 1.2041 -3.2401 -2.3893 -0.04 -0.08 0.03 0.073
H 1.7210 -3.4048 -0.7043 -0.10 -0.07 0.00 0.015
H 2.6065 -4.2383 -2.0015 -0.01 0.01 -0.04 0.097
H 2.7820 1.4011 -0.3105 0.09 -0.12 -0.02 0.013
H 5.0776 -0.5821 -0.3416 -0.01 -0.04 0.01 0.082
H 3.8116 -0.5621 0.9053 0.08 0.00 0.04 0.052
H 4.8657 0.8404 0.6679 0.01 0.00 -0.01 0.088
H 4.5406 0.5959 -2.6719 0.03 0.04 0.01 0.065
H 4.7580 2.0221 -1.6727 -0.01 0.03 -0.02 0.095
H 3.2984 1.8592 -2.6434 0.08 0.00 -0.01 0.055
H 1.7479 2.0061 -4.3472 -0.02 0.05 0.01 0.111
H 1.7369 4.3892 -4.8671 0.00 0.01 0.02 0.122
H 0.1093 5.9082 -3.7687 -0.01 -0.01 -0.06 0.123
H -1.6517 4.9846 -2.3003 0.00 0.02 0.00 0.126
H -4.0399 4.0925 -2.1798 0.02 -0.05 -0.03 0.119
H -5.1478 5.4975 -0.4942 0.00 -0.02 -0.02 0.111
H -4.4563 5.3460 1.8829 -0.01 0.03 -0.03 0.114
H -2.6935 3.7960 2.5665 -0.03 -0.04 -0.01 0.108
H -2.9904 3.0504 -4.1378 0.00 0.02 -0.01 0.121
H -4.6107 1.7493 -5.4776 0.00 0.00 0.01 0.111
H -5.4102 -0.4408 -4.6251 -0.01 0.03 -0.02 0.114
H -4.5849 -1.3367 -2.5246 0.00 0.01 0.01 0.104
H -2.9374 -2.1067 -1.5643 0.00 -0.03 0.04 0.077
H -3.8371 -1.6461 -0.1206 -0.02 -0.06 -0.09 0.098
H -1.8135 -4.6608 0.9531 0.01 0.04 0.04 0.093
H -0.9672 -4.2982 -1.9594 0.04 -0.01 -0.02 0.082
H -1.0926 -5.8438 -1.1171 -0.05 0.02 -0.03 0.094
H 0.1016 -4.6540 -0.5946 0.03 -0.02 -0.06 0.028
H -3.4480 -4.1988 -1.5841 -0.02 0.01 0.01 0.082
H -4.1261 -3.9582 0.0344 -0.01 -0.03 -0.05 0.065
H -3.5289 -5.5397 -0.4540 -0.02 0.00 -0.03 0.096
H -1.4036 -2.8269 2.6740 0.02 0.00 -0.04 0.094
H -4.3272 -2.3720 1.8663 -0.01 -0.01 0.01 0.079
H -3.7479 -2.6849 3.4950 -0.03 -0.01 -0.01 0.091
H -3.5758 -3.9280 2.2642 -0.04 0.02 -0.01 0.073
H -2.8137 -0.1996 1.9891 0.08 0.08 -0.05 0.097
H -1.0758 -0.4232 2.2278 -0.14 0.36 0.37 -0.017
H -2.2054 -0.6737 3.5865 0.10 0.06 0.00 0.101
H 2.7923 0.7376 3.2521 -0.03 -0.03 -0.01 0.101
H 0.0257 0.5025 4.5485 -0.03 -0.03 -0.02 0.081
H 1.5081 -0.2499 5.1112 0.03 0.00 0.01 0.087
H 0.8003 -0.7683 3.5847 -0.10 -0.23 -0.06 0.024
H 1.1167 2.8730 4.6638 0.03 0.02 0.05 0.089
H 2.7942 3.0225 4.0944 0.00 -0.04 0.10 0.070
H 2.4125 1.9392 5.4168 -0.05 0.01 0.02 0.090
C 3.7284 -4.1464 1.5821 -0.21 0.05 0.08 -0.168
As 2.0444 -3.7874 2.4545 0.35 -0.49 0.31 1.043
C 2.4113 -3.3955 4.3049 -0.01 -0.06 -0.18 -0.182
C 0.9768 -5.3955 2.4375 0.12 0.19 -0.04 -0.170
O 1.2597 -2.5174 1.7161 -0.10 0.37 0.08 -0.634
H 4.2797 -4.8981 2.1454 -0.03 0.00 0.03 0.056
H 4.3035 -3.2223 1.5460 -0.01 0.01 0.01 0.042
H 3.5498 -4.5096 0.5719 -0.04 0.02 0.00 0.036
H 2.8255 -4.2897 4.7706 0.01 0.00 -0.02 0.054
H 1.4900 -3.1207 4.8140 -0.03 0.02 -0.04 0.047
H 3.1341 -2.5856 4.3783 -0.02 0.04 -0.04 0.048
H 1.5160 -6.1642 2.9910 0.00 0.01 0.00 0.055
H 0.8084 -5.7392 1.4191 0.02 0.07 -0.04 0.037
H 0.0229 -5.2035 2.9259 0.01 0.05 0.01 0.045
```
Positions in Å, forces in eV/Å.

The multiplicity is 4. Its largest force on an atom is 1.53 eV/A. The expectation value of S² is 3.799. Its total charge is +2. Its total energy is -8121.84896 a.u. The HOMO-LUMO gap (alpha / beta) comes out at 7.5 / 4.9 eV. The value obtained for the highest occupied orbital energy (alpha / beta) is -11.63 / -11.71 eV.


Below is C8H11N5 as an isolated structure at a distorted geometry, with properties calculated with the ωB97M-V functional and the def2-TZVPD basis.

The geometry in XYZ format:
```
24
Properties=species:S:1:pos:R:3:forces:R:3:lowdin_charge:R:1
C 3.7422 -0.2541 0.7166 -0.32 -3.39 1.54 -0.157
C 2.9747 -0.2056 -0.6735 1.87 0.72 -1.12 -0.336
C 0.7010 0.0950 -0.1915 -3.73 0.55 0.85 -0.233
C -0.1788 2.2243 0.0366 -1.49 4.56 0.51 -0.335
C -1.6729 0.5791 -0.2317 0.42 -2.67 3.40 -0.176
C -4.2200 0.1694 -0.0886 -3.69 2.72 0.32 -0.081
C -1.3953 -1.7242 0.2111 -0.38 2.52 -2.14 -0.035
C -0.6725 -0.4436 -0.0955 -0.27 0.08 0.20 -0.065
H 4.6022 0.3928 0.5396 -0.21 0.39 1.05 0.012
H 2.9556 -0.1199 1.8018 2.78 0.00 -3.70 0.153
H 4.4329 -1.4854 0.9353 -2.52 3.63 -0.80 0.147
H 3.7285 -0.6922 -1.5651 -2.38 1.24 2.49 0.161
H 2.6863 0.9111 -0.9707 1.38 -2.26 0.69 0.126
H 1.6538 -1.8121 -0.1238 -0.44 3.21 -1.61 0.207
H 0.0003 3.3920 -0.0209 -0.23 -2.36 0.69 0.147
H -4.3269 1.1919 0.3088 -0.33 -0.12 -0.58 0.101
H -4.8062 0.0095 -1.0193 0.93 0.41 0.03 0.102
H -4.7367 -0.4588 0.6106 -0.09 -0.32 0.53 0.079
H -0.9343 -2.7431 0.2503 -1.06 1.09 0.15 0.103
N 1.6548 -0.7961 -0.6143 1.26 -1.77 1.96 -0.018
N 0.8351 1.4803 0.0350 5.20 -5.90 -2.16 0.106
N -1.3991 1.8516 0.0977 -4.06 0.30 -2.20 0.111
N -2.8922 -0.1364 -0.0594 3.33 0.03 -0.86 -0.177
N -2.7323 -1.4257 0.1111 4.03 -2.68 0.74 0.056
```
Positions in Å, forces in eV/Å.

The multiplicity is 1. Its largest force on an atom is 8.15 eV/A. Its total charge is 0. Its total energy is -585.03941 a.u. The HOMO-LUMO gap comes out at 8.7 eV. The value obtained for the highest occupied orbital energy is -8.27 eV.